Record 1
66
Properties=species:S:1:pos:R:3:forces:R:3:mulliken_charge:R:1 method="wB97M-V/def2-TZVPD" multiplicity=3 charge=0 de_lowest_ev=0.000 max_force_ev_per_a=0.41 homo_lumo_gap_ev="5.73 / 5.45" energy_ha=-1516.69374 s_squared=2.071
Pt -0.18624 -0.47927 -0.01316 -0.1116 -0.0079 -0.0232 0.6735
C -0.60144 -0.77963 3.52569 0.0254 -0.0140 -0.0024 -0.6696
C 0.05789 0.59087 3.67114 0.0204 -0.0223 -0.0118 -0.8331
C 0.87380 1.06642 2.46739 -0.0704 0.0606 0.0092 -1.0714
N 0.12379 1.10001 1.21952 0.0537 0.0157 0.1117 0.0679
C -0.43610 2.26449 0.80260 -0.1518 -0.1348 -0.3508 1.3733
C -0.37758 3.44990 1.65947 -0.0280 0.2889 0.0770 -0.5315
C -0.51918 4.76386 1.32563 -0.0093 -0.2577 0.1305 -0.6029
C -0.93209 5.33279 0.10633 -0.0294 0.2179 0.1009 -0.8272
C -1.58938 4.65545 -0.94452 -0.1336 -0.1691 -0.0914 -0.4494
C -1.69926 3.32143 -1.15565 -0.0787 0.1043 -0.0831 -0.5389
C -1.03542 2.21688 -0.46607 0.1390 -0.1860 0.2585 0.4968
N -0.94996 1.01025 -1.08273 0.0564 0.0848 0.0802 -0.1306
C -1.40796 0.82288 -2.44501 -0.0521 0.0612 0.0135 -0.6336
C -0.77912 -0.38189 -3.11931 0.0012 -0.0264 -0.0531 -1.5616
C -1.21036 -1.73151 -2.57663 0.0244 0.0097 -0.0057 -0.7764
N -0.68796 -1.97875 -1.24891 0.0345 0.0764 0.0169 -0.1628
C -0.69216 -3.20636 -0.75143 -0.0483 -0.0543 -0.0078 1.1167
C -1.29801 -4.27737 -1.43846 0.0024 -0.0130 -0.0002 -0.6085
C -1.38316 -5.63127 -1.15347 -0.0237 0.0138 -0.0496 -0.6732
C -0.89724 -6.35219 -0.08349 0.0165 0.0091 0.0239 -0.6897
C -0.20665 -5.81152 0.99369 0.0013 -0.0329 0.0153 -0.8612
C 0.15963 -4.51376 1.27336 0.0200 0.0392 -0.0056 -0.5988
C -0.01815 -3.29923 0.55979 0.0101 -0.0763 0.0107 1.6378
N 0.43343 -2.14104 1.00959 -0.0034 0.0885 0.0488 -0.3638
C 1.22091 -2.10063 2.23292 -0.0255 -0.0240 0.0094 -0.8555
C 0.36103 -1.96900 3.49370 0.0230 0.0365 -0.0148 -0.5653
H -1.27708 -0.91769 4.37339 0.0034 -0.0108 0.0088 0.3993
H -1.22986 -0.79293 2.63224 -0.0158 0.0042 -0.0032 0.1610
H -0.71848 1.33122 3.88509 -0.0228 0.0134 -0.0216 0.3733
H 0.72736 0.57862 4.53863 -0.0039 0.0116 0.0093 0.4496
H 1.29921 2.04786 2.68262 -0.0166 -0.0244 0.0035 0.7375
H 1.73543 0.43208 2.32476 0.0732 -0.0914 -0.0424 -0.1948
H -0.16551 3.26246 2.70040 -0.0049 0.0141 0.0427 0.1794
H -0.31907 5.47242 2.12393 -0.0057 -0.0101 0.0132 0.3718
H -0.90670 6.41366 0.04278 0.0005 0.0102 0.0058 0.3931
H -2.11240 5.29051 -1.65252 -0.0120 0.0017 -0.0178 0.3635
H -2.34827 3.03321 -1.96968 -0.0170 -0.0205 -0.0389 0.3317
H -2.50215 0.71216 -2.46907 0.0058 -0.0008 -0.0117 0.2765
H -1.16034 1.70035 -3.04609 -0.0202 0.0219 0.0067 0.6047
H -1.05786 -0.34794 -4.17594 0.0002 0.0012 0.0029 0.4336
H 0.31006 -0.30720 -3.07278 0.0286 0.0093 0.0217 0.1551
H -2.30790 -1.79805 -2.58149 -0.0011 0.0072 0.0010 0.3679
H -0.83872 -2.50015 -3.26126 -0.0036 -0.0125 0.0077 0.6558
H -1.80010 -3.99819 -2.35222 -0.0026 -0.0019 -0.0041 0.2851
H -1.92519 -6.20560 -1.89803 -0.0022 -0.0016 0.0009 0.3079
H -1.08038 -7.41834 -0.07214 -0.0003 -0.0052 -0.0009 0.3227
H 0.08673 -6.52430 1.75802 -0.0001 0.0008 0.0009 0.3150
H 0.66572 -4.40896 2.22021 -0.0131 -0.0153 -0.0089 0.0910
H 1.85109 -2.99023 2.30689 -0.0302 0.0246 0.0027 0.5894
H 1.92352 -1.28356 2.13441 0.0345 0.0486 0.0028 -0.1765
H -0.22753 -2.88398 3.60375 -0.0033 -0.0098 0.0089 0.3959
H 1.03112 -1.92367 4.35863 0.0095 0.0125 0.0073 0.4822
N 3.88659 0.24351 0.98714 -0.0037 -0.0219 0.0225 -0.6232
C 3.41312 1.11652 0.40794 0.0926 0.0213 -0.1420 -0.0725
C 2.82675 2.21565 -0.31202 0.0047 -0.0110 0.0895 0.3891
C 2.16353 1.97940 -1.51214 0.0168 -0.0120 0.0404 -0.1419
C 1.55167 3.03215 -2.16813 0.0540 0.0004 -0.0452 -0.3313
C 1.59851 4.30984 -1.62989 0.1215 0.0334 -0.0460 -0.3792
C 2.27129 4.54446 -0.43848 0.1024 -0.0415 -0.0520 -0.6589
C 2.89258 3.49959 0.22468 -0.0623 0.0312 -0.0309 -0.3838
H 2.10727 0.97022 -1.89178 -0.0065 -0.0428 -0.0483 0.4703
H 1.01662 2.85140 -3.09212 0.0205 0.0119 0.0036 0.3943
H 1.09853 5.12619 -2.13494 0.0240 -0.0216 0.0040 0.4208
H 2.30218 5.54111 -0.01903 -0.0094 -0.0036 -0.0013 0.4391
H 3.40988 3.66643 1.16011 0.0027 -0.0087 0.0013 0.4444

Record 2
64
Properties=species:S:1:pos:R:3:forces:R:3:mulliken_charge:R:1 method="wB97M-V/def2-TZVPD" charge=0 de_lowest_ev=1.202 smiles="COc1cc([C@H]2CC(=O)N(CC(=O)NC[C@@H]3CCCO3)c3ccccc3S2)cc(OC)c1OC" max_force_ev_per_a=0.69 homo_lumo_gap_ev=8.86 energy_ha=-1929.78252
C 0.67424 5.27122 4.80473 0.1453 0.3529 0.2588 -0.7417
O -0.13858 4.39497 4.05500 -0.0330 -0.2013 -0.2532 -0.4314
C 0.33326 3.73999 2.96194 0.0735 -0.0547 -0.1358 0.1926
C -0.60877 2.88414 2.38402 0.0695 -0.0267 -0.0841 -1.2137
C -0.30922 2.13889 1.26340 0.0999 0.1404 0.3458 0.1250
C -1.35469 1.25542 0.65162 -0.0756 -0.4419 0.0169 -0.1314
C -1.74952 1.67033 -0.77174 -0.0303 0.1863 -0.0566 -1.3464
C -0.79835 1.15853 -1.83930 -0.2601 0.2952 0.2186 0.9134
O 0.10735 1.82684 -2.29456 0.1374 0.2336 -0.0692 -0.6510
N -1.06107 -0.09597 -2.30529 0.0731 -0.3584 -0.3643 0.3522
C -0.31538 -0.58318 -3.45152 0.1323 -0.0228 -0.3811 -0.7604
C 0.14226 -2.03198 -3.29003 -0.0303 0.4906 0.0953 0.5783
O 0.07426 -2.82360 -4.20399 -0.0754 -0.1827 -0.3509 -0.6879
N 0.65715 -2.32383 -2.07763 0.1643 -0.0244 0.4556 0.1434
C 1.06034 -3.66348 -1.72808 -0.1958 -0.5010 -0.0685 -1.2109
C 0.01537 -4.38834 -0.85197 -0.0211 0.4854 -0.1510 0.7357
C 0.10521 -3.99579 0.62579 -0.1116 -0.1912 -0.2239 0.0223
C 1.19335 -4.93728 1.14790 0.0109 -0.0370 -0.1116 -0.8635
C 1.13166 -6.12625 0.17179 0.2130 -0.2694 0.2113 -0.5236
O 0.22534 -5.78353 -0.86420 -0.0406 -0.0534 -0.1200 -0.5397
C -2.01639 -0.96237 -1.73765 -0.3934 -0.1775 0.2333 -0.9927
C -2.94616 -1.61759 -2.53697 0.1161 0.1197 0.0027 -0.8318
C -3.84372 -2.50804 -1.97592 0.0020 -0.0435 0.0177 -0.7376
C -3.82885 -2.75435 -0.61300 -0.0435 -0.0832 0.0155 -0.7409
C -2.90508 -2.11180 0.19199 -0.0854 -0.0110 -0.0611 -0.9589
C -1.99840 -1.22720 -0.36592 0.4853 0.2954 0.2775 1.5705
S -0.73584 -0.48466 0.65587 -0.3428 0.0733 0.0674 -0.0717
C 0.95350 2.23915 0.69478 0.2774 0.0247 -0.0738 -0.0182
C 1.89206 3.10810 1.22462 -0.0940 -0.0403 0.0017 0.5824
O 3.12062 3.30515 0.67025 -0.2437 0.2431 0.4205 -0.4634
C 3.40736 2.68056 -0.56085 0.0583 -0.1220 -0.2603 -0.8845
C 1.60178 3.85751 2.38408 0.2219 0.1336 0.2258 0.8424
O 2.52842 4.74122 2.90413 -0.4873 -0.1201 -0.4704 -0.5611
C 3.76508 4.18976 3.31227 0.3061 -0.1266 0.1391 -0.7446
H 1.50726 4.74443 5.27719 -0.0269 0.0333 -0.0379 0.2685
H 0.01727 5.66975 5.57827 0.0680 -0.0296 -0.0350 0.2745
H 1.06211 6.08695 4.19285 -0.0437 -0.0703 0.1088 0.2839
H -1.57898 2.83047 2.85200 -0.1377 -0.0219 0.0638 0.4284
H -2.24491 1.25401 1.28745 0.1099 0.1160 -0.1034 0.9048
H -1.74352 2.76108 -0.82190 -0.0256 -0.0938 -0.0742 0.4561
H -2.75713 1.31034 -0.99292 0.0693 0.0667 0.0378 0.3574
H 0.55791 0.06807 -3.56503 -0.1530 -0.1486 -0.0144 0.5453
H -0.90878 -0.51520 -4.36896 0.1154 -0.0866 0.0953 0.2825
H 0.62689 -1.63581 -1.33889 -0.0473 0.1555 -0.1314 0.1129
H 1.16228 -4.21995 -2.66310 0.0760 0.0435 0.1679 0.3622
H 2.02610 -3.63016 -1.21826 0.0476 -0.0459 -0.0347 0.2504
H -0.97646 -4.21071 -1.28168 0.0782 0.0523 0.0314 0.1489
H -0.84601 -4.20811 1.11303 -0.0439 0.0618 0.0196 0.3455
H 0.34521 -2.94530 0.77167 0.0113 0.0615 0.0544 0.0058
H 2.17167 -4.45924 1.10959 0.0225 -0.0056 0.0445 0.2679
H 1.00738 -5.24708 2.17354 0.0503 0.0253 0.0409 0.3975
H 0.74946 -7.03500 0.64486 0.0923 0.0546 -0.0220 0.3415
H 2.11799 -6.34709 -0.25462 -0.0856 -0.0087 0.0665 0.2733
H -2.95975 -1.43336 -3.59927 0.0105 0.0206 -0.1430 0.4273
H -4.55657 -3.01280 -2.60928 -0.0703 -0.0435 -0.0631 0.4239
H -4.52933 -3.45012 -0.17817 -0.0744 -0.0750 0.0342 0.4211
H -2.86667 -2.29944 1.25368 -0.0135 -0.0111 0.1135 0.5323
H 1.18751 1.65902 -0.17915 0.0772 -0.0180 -0.1160 0.1326
H 2.65072 2.91083 -1.31556 0.0042 -0.0252 0.0325 0.3655
H 3.49045 1.59468 -0.44680 -0.0336 0.0412 -0.0183 0.3326
H 4.36955 3.08338 -0.87384 -0.0611 -0.0642 -0.0082 0.2712
H 4.30322 5.00565 3.79257 0.0293 -0.0690 0.0275 0.2823
H 3.61460 3.37701 4.03225 -0.0186 0.0511 -0.0149 0.3073
H 4.34341 3.81765 2.46521 -0.0489 0.0478 0.1105 0.2451

Record 3
42
Properties=species:S:1:pos:R:3:forces:R:3:mulliken_charge:R:1 method="wB97M-V/def2-TZVPD" charge=0 smiles="N#CC1=C2SCN(Cc3ccco3)CN2C(=O)C[C@H]1c1ccccc1F" max_force_ev_per_a=17.03 homo_lumo_gap_ev=8.99 energy_ha=-1545.76107
N -1.01371 -0.47175 3.78359 0.5473 3.4268 -5.9815 -0.6353
C -0.92331 0.16576 2.74654 -0.9526 -2.3356 5.1263 -0.7584
C -0.95254 1.01694 1.54057 -10.6505 -6.1813 4.0315 0.7066
C 0.05778 1.50459 1.07207 6.2535 3.5918 -3.5206 0.2662
S 1.37219 1.49955 2.20866 3.0420 0.7806 -2.7014 -0.0801
C 2.85121 1.57089 0.73791 0.2810 0.3461 -0.3093 -0.4990
N 2.23551 1.58901 -0.78871 5.7623 -4.8980 8.1314 -0.2724
C 1.85552 0.04567 -0.93727 -6.6931 8.2446 -6.9639 1.0793
C 2.53003 -0.92365 -0.37040 2.6340 -9.1358 5.9145 -0.6852
C 2.11759 -1.81299 0.63084 -1.6193 1.4281 4.9884 0.2946
C 3.23224 -2.67050 0.99230 -1.7671 2.4532 -3.9567 -0.8344
C 4.10524 -2.57732 -0.01118 -1.5944 3.8317 -0.5202 -0.3723
O 3.69266 -1.50419 -0.77171 1.4345 1.4326 -2.4055 -0.4503
C 1.20865 2.48549 -0.65047 1.3212 2.8692 -6.4067 -1.0532
N 0.03209 2.02979 -0.26783 -3.4999 -2.7469 7.7578 0.5967
C -1.20996 2.47293 -0.71307 2.4739 -4.2026 7.3728 0.0093
O -1.20772 2.96780 -1.68371 0.5747 7.8179 -14.7535 -0.4120
C -2.45547 2.29943 -0.13634 -3.1729 -0.4084 8.1324 -0.2986
C -2.36307 0.92559 0.76412 -1.5819 9.4485 6.1260 0.3905
C -2.52427 -0.08426 -0.05118 -1.0242 -12.2784 -5.9450 0.0014
C -2.03534 -0.28125 -1.45119 -1.4905 -5.0389 3.7078 -0.5699
C -1.91428 -1.75979 -2.15283 -4.2184 10.4342 12.7819 -1.6185
C -2.45808 -2.62636 -1.42953 1.6499 -8.0415 -7.1902 -0.1485
C -3.04591 -2.66216 -0.32973 -5.7419 1.6074 14.3753 -0.4197
C -3.09103 -1.47226 0.59756 3.6049 0.7996 -9.6863 0.1078
F -3.54927 -1.54619 1.74782 -1.4647 0.0224 3.5173 -0.2482
H 3.45322 0.54860 0.99554 -1.0155 3.1443 -0.7053 0.2894
H 3.31839 2.66686 0.81665 -0.5788 -2.8849 0.2900 0.3754
H 2.02385 0.09291 -2.06399 -0.5934 -0.9713 0.9721 0.3450
H 0.62715 0.06261 -0.77111 3.4179 -0.8511 -0.3247 -0.1380
H 1.24573 -1.67690 1.59471 2.3014 -0.1905 -3.6989 0.0677
H 3.27944 -3.45200 1.56333 -0.2142 -3.9190 4.0371 0.5445
H 5.11748 -2.69362 -0.17502 1.7506 -1.2564 -0.2862 0.4199
H 1.10999 2.38228 -1.73129 -1.1513 2.6563 -1.0637 0.4613
H 1.54766 3.48116 -0.29753 -0.1361 -0.5199 -0.2150 0.2760
H -3.31054 2.31693 -0.82465 0.6790 -0.0129 0.2032 0.3230
H -2.58725 3.22291 0.74111 0.2786 -2.4499 -2.5973 0.2688
H -3.36340 1.05025 1.62771 3.2326 -0.6291 -2.3400 0.3457
H -1.57162 0.49426 -1.92020 0.9860 2.1299 -1.4106 0.8991
H -1.54497 -1.57347 -2.91519 6.0989 1.2417 -13.0925 1.0299
H -2.37435 -3.54236 -2.06819 -0.5317 -0.4751 1.2095 0.2139
H -3.51753 -3.56122 0.35129 1.3681 1.7207 -2.6005 0.1817

Record 4
60
Properties=species:S:1:pos:R:3:forces:R:3:mulliken_charge:R:1 method="wB97M-V/def2-TZVPD" charge=+2 de_lowest_ev=1.055 max_force_ev_per_a=6.68 homo_lumo_gap_ev=7.41 energy_ha=-1758.11476
Ba -19.39371 -9.69857 1.68736 0.3176 0.5991 1.6543 1.8204
Ba -16.76297 -6.91002 -0.14547 0.3599 0.7872 0.1849 1.9295
B -15.68728 -9.59352 0.74861 1.6037 1.1173 1.9968 -0.2154
F -15.36509 -8.49789 1.59515 -0.2635 0.4891 -0.2635 -0.4050
F -14.91821 -10.59468 0.98355 2.8177 -2.8290 0.3859 -0.1826
F -16.95310 -9.99599 0.99056 -4.7539 -0.7127 1.1441 -0.1466
F -15.73981 -9.16773 -0.51087 0.5717 1.0846 -3.4623 -0.0151
C -17.81187 -6.73429 4.70973 0.7082 -0.2266 -2.1264 -0.8321
C -18.46625 -6.82464 3.30393 -4.1763 3.1993 4.1187 0.4799
O -19.61285 -6.33247 3.18955 0.4829 -0.8327 -0.0976 -0.6633
O -17.87621 -7.33030 2.36536 2.7135 -3.1091 -4.4586 -0.7420
H -18.33279 -7.40298 5.39499 0.0806 0.4275 0.1473 0.1950
H -17.77195 -5.67748 4.97369 -0.3999 -0.2539 0.4536 0.3475
H -16.79034 -7.05264 4.50180 0.1785 -0.2290 0.7109 0.2612
C -18.75791 -12.38298 -4.78341 0.8999 0.6226 -0.5699 -0.4579
C -18.01790 -11.77810 -5.81423 -0.7975 -1.0706 0.1913 -0.4304
C -17.34300 -10.60943 -5.61774 1.6971 0.6011 0.4708 -0.4057
C -17.14541 -10.12854 -4.31256 -1.0293 -0.2456 -0.4989 0.1390
C -17.79051 -10.77739 -3.24502 1.1121 1.1255 -1.0865 0.1228
C -18.60844 -11.87652 -3.50666 -0.6752 0.9467 0.6126 -0.5113
N -16.47902 -8.80349 -4.11757 0.1931 1.6229 -0.3629 0.7673
O -16.44384 -8.32982 -2.94460 -0.3026 -0.9323 -2.0317 -0.3843
O -16.06667 -8.16763 -5.11025 -0.9443 -1.8913 2.5147 -0.5007
H -19.41139 -13.20318 -5.04152 -0.0107 -0.1005 0.3118 0.3996
H -17.99015 -12.26465 -6.77803 -0.2215 0.2569 -0.2015 0.3940
H -16.81493 -10.16046 -6.44596 -0.0860 0.2319 -0.0126 0.4309
H -17.57277 -10.29192 -2.30517 -0.4902 -0.4492 0.4903 0.2181
H -19.30539 -12.13706 -2.72385 0.2475 -0.6814 0.1943 0.2859
C -14.67197 -4.89376 1.77692 0.4117 0.0913 2.3048 -0.7025
O -14.55136 -5.78299 0.75300 -1.4934 -0.4395 -1.9311 -0.1760
C -13.28095 -6.22970 0.47220 0.5751 -1.1594 -2.0339 -0.7704
C -13.42574 -6.97484 -0.91076 0.5032 0.3683 -0.5329 -0.5722
O -14.64880 -6.65537 -1.66220 1.0301 0.1386 -0.2356 -0.2524
C -14.41048 -6.17210 -3.03188 0.9173 0.5985 0.6654 -0.9777
H -14.24934 -3.90636 1.59115 0.0088 -0.0029 -0.1704 0.2658
H -14.13112 -5.42292 2.56151 -0.0966 0.8720 1.0051 0.3452
H -15.72288 -4.83075 2.05927 -0.0531 0.2310 0.0595 0.1933
H -12.87540 -6.93811 1.19454 -0.2994 -0.0650 0.3600 0.3639
H -12.54547 -5.43063 0.37914 -0.2600 0.3770 -0.0029 0.5422
H -13.35191 -8.05933 -0.83000 -0.2652 0.0382 0.2325 0.2235
H -12.55596 -6.65868 -1.48664 -0.1224 -0.0928 -0.2921 0.5534
H -13.65971 -5.38633 -2.94810 -0.2319 0.3853 0.0368 0.4395
H -15.32178 -5.76826 -3.47295 -0.0212 -0.2417 0.3502 0.2753
H -13.94250 -6.86372 -3.73242 -0.4408 -0.7333 0.4142 0.3457
C -22.02306 -9.46252 4.43612 0.7374 1.0080 0.4260 -0.8318
O -20.56434 -9.66410 4.19676 -0.4289 -0.2696 -1.3244 -0.2826
C -19.93062 -10.55810 5.09762 0.0880 -1.4483 1.3564 -0.6021
C -18.39063 -10.71883 5.05536 -0.9122 2.6728 1.4212 -0.5564
O -18.03441 -11.04392 3.78172 -0.1562 -1.3915 -2.4131 -0.1594
C -16.70488 -11.47963 3.64578 2.3266 0.4012 -1.2085 -0.8648
H -22.53267 -9.21068 3.50608 0.4982 0.2609 -0.1505 0.2713
H -22.03094 -8.61875 5.12610 -0.4006 0.0641 -0.1855 0.3145
H -22.64803 -10.24548 4.86564 0.9385 -0.7307 0.1246 0.3529
H -20.30189 -11.56152 4.88930 -0.2285 -0.2293 0.0150 0.3900
H -20.26208 -10.31854 6.10799 0.2462 0.0938 0.1607 0.4219
H -17.98755 -11.36637 5.83403 -0.6601 -0.7788 -0.1405 0.4451
H -17.84701 -9.80103 5.27941 -0.3246 0.6794 0.3044 0.2870
H -16.17571 -11.78690 4.54781 -0.7460 -0.3384 0.2579 0.3716
H -16.05979 -10.69845 3.24366 -0.1928 0.7229 0.3605 0.1163
H -16.54627 -12.19460 2.83847 -0.7802 -0.6300 0.3566 0.3310